{
  "formula": "C24H16AsCdCl2O4S2",
  "method": "ωB97M-V/def2-TZVPD",
  "elements": ["Cd", "Cl", "C", "C", "C", "C", "C", "Cl", "C", "S", "H", "H", "H", "C", "C", "C", "C", "C", "C", "As", "C", "C", "C", "C", "C", "C", "C", "C", "C", "C", "C", "C", "H", "H", "H", "H", "H", "H", "H", "H", "H", "H", "H", "H", "H", "O", "S", "O", "O", "O"],
  "positions_angstrom": [[0.20900, 0.81580, 0.80020], [2.06710, 0.72950, -1.09300], [2.78370, 2.23870, -0.63390], [4.15820, 2.37610, -0.72770], [4.76940, 3.55480, -0.33920], [3.99890, 4.61020, 0.12120], [2.62880, 4.47030, 0.20090], [1.70590, 5.80380, 0.77250], [1.97210, 3.27890, -0.14460], [0.25540, 3.14320, 0.02080], [4.74160, 1.55210, -1.10410], [5.84320, 3.64600, -0.38820], [4.44530, 5.54490, 0.42220], [-7.26720, 0.03380, -0.44580], [-6.54910, -0.71100, -1.36790], [-5.17210, -0.78580, -1.26840], [-4.49030, -0.13080, -0.24530], [-5.22270, 0.63060, 0.65520], [-6.60050, 0.71090, 0.56120], [-2.47990, -0.42130, -0.12090], [-2.35630, 0.33860, 1.65800], [-2.15610, 1.67380, 1.99690], [-2.01120, 2.03410, 3.33320], [-2.12520, 1.06920, 4.32110], [-2.40280, -0.24580, 3.99570], [-2.49020, -0.63210, 2.66390], [-2.70530, -1.99060, 2.17510], [-2.80090, -3.12910, 2.96340], [-2.92960, -4.37150, 2.36990], [-2.97450, -4.49440, 0.98960], [-2.88030, -3.36580, 0.19010], [-2.74960, -2.12030, 0.77950], [-8.34370, 0.08340, -0.51090], [-7.06680, -1.22800, -2.16460], [-4.58980, -1.37070, -1.97740], [-4.70810, 1.15850, 1.44860], [-7.15560, 1.30320, 1.27410], [-2.17530, 2.44840, 1.23130], [-1.81720, 3.06610, 3.59260], [-2.00150, 1.34960, 5.35820], [-2.51760, -0.97640, 4.78350], [-2.72800, -3.05510, 4.03860], [-2.97380, -5.25910, 2.98870], [-3.05780, -5.47310, 0.53590], [-2.88150, -3.45750, -0.89340], [1.54500, -0.10660, 1.92450], [0.83740, -1.43420, 1.67850], [1.78450, -2.48470, 1.41830], [0.00760, -1.13920, 0.41080], [-0.07510, -1.68230, 2.77450]],
  "forces_ev_per_a": [[-1.96, 5.66, -1.36], [0.79, -0.01, -0.85], [0.19, 0.49, 0.18], [-0.07, -0.13, -0.03], [-0.08, 0.05, 0.01], [0.09, -0.05, -0.07], [0.15, -0.44, -0.13], [-0.15, 0.43, 0.16], [0.16, -0.15, -0.12], [-0.67, -0.04, 0.08], [0.08, -0.13, 0.00], [0.10, 0.03, -0.04], [0.08, 0.07, 0.03], [-0.09, 0.01, 0.01], [-0.07, -0.04, -0.09], [0.46, -0.03, 0.02], [0.50, -0.03, -0.10], [0.31, 0.07, 0.13], [-0.14, 0.00, -0.09], [-1.66, -0.05, -0.31], [-0.13, 0.01, 0.39], [-0.26, 0.17, -0.08], [-0.02, 0.10, -0.10], [-0.04, 0.07, 0.05], [-0.04, -0.11, -0.10], [-0.04, 0.47, 0.03], [-0.14, -0.42, -0.40], [-0.03, 0.04, 0.00], [-0.06, -0.09, 0.12], [-0.01, -0.03, -0.11], [0.03, 0.13, -0.19], [0.16, -0.01, 0.30], [-0.13, 0.03, -0.03], [-0.02, -0.06, -0.04], [-0.20, 0.00, -0.04], [-0.07, 0.00, 0.04], [-0.05, 0.05, 0.08], [0.18, -0.14, 0.11], [0.00, 0.03, 0.00], [-0.02, 0.01, 0.05], [0.06, -0.07, 0.02], [0.01, 0.01, 0.08], [-0.01, 0.00, 0.01], [-0.01, -0.03, -0.02], [0.00, -0.03, 0.13], [1.67, -1.33, 1.55], [0.83, -2.03, 0.90], [0.13, -0.07, -0.14], [0.05, -2.20, -0.23], [0.14, -0.18, 0.22]],
  "nbo_charge": [1.608, 0.029, -0.064, -0.220, -0.230, -0.216, -0.070, 0.008, -0.206, -0.440, 0.224, 0.211, 0.218, -0.227, -0.218, -0.227, -0.288, -0.178, -0.229, 0.952, -0.405, -0.284, -0.229, -0.185, -0.205, 0.098, -0.084, -0.164, -0.212, -0.228, -0.162, -0.286, 0.202, 0.204, 0.204, 0.208, 0.204, 0.234, 0.217, 0.207, 0.209, 0.204, 0.203, 0.203, 0.200, -1.149, 2.548, -0.993, -1.165, -1.034],
  "total_energy_ev": -145458.774,
  "lumo_energy_ev": 2.69,
  "total_charge": -1,
  "e_homo_ev": -5.41,
  "homo_lumo_gap_ev": 8.1,
  "max_force_ev_per_a": 6.14
}